P:
Formula: C16H20F12O8
Source: the OMol25 dataset
Level of theory: ωB97M-V/def2-TZVPD

Computed properties:
E_HOMO (eV): -10.89
Gap between HOMO and LUMO (Eh): 0.4225

```
! wB97M-V def2-TZVPD RIJCOSX def2/J DEFGRID3
* xyz 0 1
C -8.57 4.96 9.00
C -7.77 5.15 7.73
O -7.86 3.98 6.98
C -7.92 3.99 5.56
O -8.16 4.98 4.92
C -7.90 2.55 4.94
F -7.52 1.69 5.83
F -9.10 2.14 4.55
F -7.08 2.50 3.92
H -9.63 4.85 8.76
H -8.46 5.93 9.48
H -8.18 4.09 9.52
H -6.75 5.44 7.99
H -8.21 6.02 7.24
C 1.67 0.04 0.46
C 0.80 0.85 -0.53
O 1.37 0.82 -1.87
C 2.50 1.59 -2.27
O 3.11 2.35 -1.49
C 2.97 1.40 -3.73
F 3.23 2.61 -4.26
F 4.05 0.59 -3.77
F 2.01 0.81 -4.45
H 1.52 0.50 1.44
H 2.76 0.04 0.40
H 1.32 -0.96 0.70
H 0.91 1.88 -0.20
H -0.28 0.66 -0.51
C -5.33 -10.33 -2.41
C -5.56 -9.80 -0.96
O -5.58 -8.40 -0.88
C -4.51 -7.64 -0.88
O -3.37 -8.01 -1.27
C -4.97 -6.19 -0.68
F -4.10 -5.67 0.16
F -4.92 -5.63 -1.87
F -6.16 -6.01 -0.11
H -4.38 -9.97 -2.80
H -6.02 -10.11 -3.23
H -5.40 -11.41 -2.33
H -4.79 -10.23 -0.32
H -6.50 -10.23 -0.60
C 10.46 2.96 -1.90
C 10.23 3.10 -3.42
O 11.42 3.48 -4.19
C 11.41 3.66 -5.47
O 10.36 3.50 -6.09
C 12.72 4.11 -6.17
F 13.03 5.29 -5.69
F 13.70 3.24 -5.90
F 12.53 4.12 -7.50
H 10.97 3.79 -1.41
H 11.22 2.18 -1.85
H 9.61 2.65 -1.28
H 9.44 3.86 -3.50
H 9.68 2.23 -3.77
*
```


Q:
Formula: C16H20F12O8
Source: the OMol25 dataset
Level of theory: ωB97M-V/def2-TZVPD

Computed properties:
E_HOMO (eV): -11.02
Gap between HOMO and LUMO (Eh): 0.4313

```
! wB97M-V def2-TZVPD RIJCOSX def2/J DEFGRID3
* xyz 0 1
C 5.45 2.16 3.07
C 4.03 1.73 3.23
O 3.87 0.32 3.39
C 4.07 -0.45 2.31
O 4.11 -0.06 1.16
C 3.95 -1.91 2.59
F 2.67 -2.05 3.09
F 4.15 -2.67 1.57
F 4.85 -2.19 3.55
H 5.48 3.19 3.33
H 5.79 2.04 2.01
H 6.03 1.57 3.81
H 3.38 2.02 2.37
H 3.62 2.12 4.21
C 1.10 -2.05 -1.11
C -0.24 -1.66 -0.48
O -0.03 -0.47 0.29
C -0.56 -0.44 1.51
O -1.08 -1.31 2.08
C -0.44 0.91 2.12
F -1.10 1.03 3.24
F 0.86 1.18 2.36
F -0.89 1.82 1.28
H 0.97 -2.99 -1.61
H 1.78 -2.29 -0.26
H 1.54 -1.30 -1.72
H -0.60 -2.43 0.20
H -1.03 -1.49 -1.20
C 3.59 2.60 -1.72
C 2.64 1.52 -1.41
O 2.13 1.02 -2.69
C 0.84 0.93 -2.89
O -0.01 1.48 -2.27
C 0.44 -0.05 -3.99
F 1.40 -1.00 -4.18
F -0.70 -0.55 -3.63
F 0.29 0.59 -5.13
H 4.06 3.01 -0.83
H 3.01 3.35 -2.23
H 4.33 2.45 -2.55
H 1.84 1.97 -0.83
H 3.09 0.72 -0.78
C -8.51 -0.50 -1.96
C -6.95 -0.62 -1.80
O -6.51 -1.05 -0.50
C -5.20 -1.17 -0.39
O -4.40 -0.90 -1.27
C -4.54 -1.42 1.00
F -3.54 -0.53 1.09
F -5.38 -1.34 1.98
F -4.01 -2.70 1.01
H -9.06 -1.46 -1.98
H -8.65 0.05 -2.87
H -8.91 0.02 -1.11
H -6.51 0.42 -1.86
H -6.51 -1.18 -2.61
*
```


Energies, relative to the best one, in hartree: P 0.0613; Q 0.0000.


P:
Formula: C2H7S
Source: the OMol25 dataset
Level of theory: ωB97M-V/def2-TZVPD

Computed properties:
E_HOMO (eV): -2.41
Gap between HOMO and LUMO (Eh): 0.2392

```
! wB97M-V def2-TZVPD RIJCOSX def2/J DEFGRID3
* xyz -1 1
S -0.91 -0.48 3.18
H 0.25 0.10 2.84
C -0.09 -0.73 -1.00
C 0.25 0.76 -0.62
H 0.75 -1.41 -0.75
H -0.37 -0.87 -2.03
H -0.84 -1.05 -0.31
H -0.77 1.46 -0.54
H 0.55 1.10 0.41
H 1.18 1.10 -1.18
*
```


Q:
Formula: C2H7S
Source: the OMol25 dataset
Level of theory: ωB97M-V/def2-TZVPD

Computed properties:
E_HOMO (eV): -1.91
Gap between HOMO and LUMO (Eh): 0.2019

```
! wB97M-V def2-TZVPD RIJCOSX def2/J DEFGRID3
* xyz -1 1
C 0.91 -0.32 -2.01
H 1.82 -0.54 -2.58
H 0.28 -1.21 -2.01
H 1.15 -0.04 -0.99
H 0.36 0.50 -2.48
C -0.79 0.35 1.95
S -2.22 -0.18 2.96
H -0.18 1.08 2.45
H -1.13 0.87 1.05
H -0.20 -0.52 1.66
*
```


Energies, relative to the best one, in hartree: P 0.0162; Q 0.0000.


P:
Formula: C4H8N2O2S2
Source: the OMol25 dataset
Level of theory: ωB97M-V/def2-TZVPD

Computed properties:
E_HOMO (eV): -7.62
Gap between HOMO and LUMO (Eh): 0.2652

```
! wB97M-V def2-TZVPD RIJCOSX def2/J DEFGRID3
* xyz 0 1
C -3.87 -1.65 -2.27
C 1.29 -0.04 1.36
C 1.45 0.08 -0.16
C -0.82 -0.30 -1.15
N 0.08 0.50 -0.69
N -4.96 -1.05 -2.09
O -5.00 0.31 -1.79
O -5.97 -1.66 -1.76
S -3.07 -2.86 -2.97
S -2.26 0.29 -1.70
H 1.39 0.83 1.91
H 0.45 -0.61 1.73
H 2.11 -0.56 1.89
H 2.26 0.82 -0.55
H 1.89 -0.85 -0.63
H -0.53 -1.40 -1.03
H -0.17 1.44 -0.93
H -5.41 0.50 -0.95
*
```


Q:
Formula: C4H8N2O2S2
Source: the OMol25 dataset
Level of theory: ωB97M-V/def2-TZVPD

Computed properties:
E_HOMO (alpha / beta) (eV): -8.18 / -7.71
Gap between HOMO and LUMO (alpha / beta) (Eh): 0.2869 / 0.2829

```
! wB97M-V def2-TZVPD RIJCOSX def2/J DEFGRID3
* xyz 0 1
C -0.54 -1.30 -0.23
C 0.44 0.86 -0.48
C 0.42 0.00 1.91
C 0.40 1.19 1.05
N -1.39 -2.31 -0.19
N 1.26 1.66 -1.34
O -2.35 0.47 -0.23
O 1.36 -1.04 -2.10
S -1.20 0.08 -1.06
S 1.19 -0.95 -0.64
H -0.34 -0.44 2.42
H 1.40 -0.37 2.07
H -0.54 1.74 1.21
H 1.33 1.96 1.29
H -1.26 -3.17 0.19
H -2.35 -2.05 -0.22
H 0.76 2.62 -1.48
H 1.42 1.05 -2.16
*
```


Energies, relative to the best one, in hartree: P 0.0277; Q 0.0000.


P:
Formula: C2H3Cl2N2P
Source: the OMol25 dataset
Level of theory: ωB97M-V/def2-TZVPD

Computed properties:
E_HOMO (eV): -9.35
Gap between HOMO and LUMO (Eh): 0.3237

```
! wB97M-V def2-TZVPD RIJCOSX def2/J DEFGRID3
* xyz 0 1
Cl -1.91 1.02 -0.33
C -0.70 0.41 0.83
N -0.95 -0.93 1.03
P -0.46 -1.95 -0.05
N 0.46 -0.77 -0.92
C 0.74 0.38 -0.28
Cl 2.16 0.33 0.70
H -0.63 1.06 1.64
H 0.79 -0.98 -1.88
H 0.49 1.43 -0.72
*
```


Q:
Formula: C2H3Cl2N2P
Source: the OMol25 dataset
Level of theory: ωB97M-V/def2-TZVPD

Computed properties:
E_HOMO (alpha / beta) (eV): -9.42 / -9.13
Gap between HOMO and LUMO (alpha / beta) (Eh): 0.2685 / 0.2575

```
! wB97M-V def2-TZVPD RIJCOSX def2/J DEFGRID3
* xyz 0 1
H -1.85 -0.18 1.08
N -0.98 0.21 1.34
P -0.47 1.47 0.59
Cl 0.56 2.53 1.93
N 0.76 1.12 -0.56
C 0.79 -0.16 -0.81
C -0.07 -1.18 -0.59
Cl 2.20 -0.64 -1.72
H -1.09 -0.99 -0.57
H 0.17 -2.18 -0.68
*
```


Energies, relative to the best one, in hartree: P 0.0000; Q 0.0535.


P:
Formula: C10H16S
Source: the OMol25 dataset
Level of theory: ωB97M-V/def2-TZVPD

Computed properties:
E_HOMO (eV): -8.41
Gap between HOMO and LUMO (Eh): 0.3402

```
! wB97M-V def2-TZVPD RIJCOSX def2/J DEFGRID3
* xyz 0 1
C 2.17 1.41 1.52
C 1.53 0.10 1.57
C 0.25 -0.18 2.12
C -0.36 -1.43 1.98
C 0.33 -2.45 1.35
C 1.50 -2.16 0.67
C 2.07 -0.89 0.75
H 1.64 2.25 1.95
H 2.52 1.73 0.53
H 3.19 1.25 2.01
H -0.23 0.61 2.70
H -1.41 -1.60 2.23
H -0.13 -3.42 1.28
H 1.94 -2.90 -0.01
H 2.92 -0.68 0.13
C -1.19 -0.70 -2.88
C -0.74 0.37 -1.87
S -1.68 1.92 -2.23
C -2.38 2.24 -0.64
H -0.28 -1.07 -3.40
H -1.75 -0.28 -3.71
H -1.59 -1.62 -2.44
H -0.93 0.00 -0.87
H 0.35 0.35 -2.00
H -2.89 3.22 -0.67
H -3.19 1.66 -0.26
H -1.67 2.27 0.18
*
```


Q:
Formula: C10H16S
Source: the OMol25 dataset
Level of theory: ωB97M-V/def2-TZVPD

Computed properties:
E_HOMO (eV): -8.23
Gap between HOMO and LUMO (Eh): 0.3369

```
! wB97M-V def2-TZVPD RIJCOSX def2/J DEFGRID3
* xyz 0 1
C -2.04 0.06 -2.04
C -0.94 0.85 -1.38
C 0.42 0.59 -1.58
C 1.32 1.54 -1.13
C 0.87 2.48 -0.16
C -0.44 2.60 0.15
C -1.43 1.77 -0.48
H -2.28 -0.78 -1.37
H -1.74 -0.30 -3.03
H -2.89 0.73 -2.20
H 0.83 -0.23 -2.16
H 2.36 1.38 -1.40
H 1.67 3.10 0.23
H -0.81 3.21 0.96
H -2.42 1.94 -0.12
C -0.50 -0.93 2.86
C -0.25 -1.61 1.52
S 1.65 -1.84 1.55
C 2.21 -2.06 -0.17
H -0.99 0.04 2.74
H 0.38 -0.78 3.50
H -1.05 -1.61 3.51
H -0.50 -2.66 1.36
H -0.49 -1.15 0.57
H 3.31 -1.99 -0.22
H 2.00 -3.01 -0.65
H 1.78 -1.35 -0.85
*
```


Energies, relative to the best one, in hartree: P 0.0000; Q 0.0089.


P:
Formula: C6H12N2O4S
Source: the OMol25 dataset
Level of theory: ωB97M-V/def2-TZVPD

Computed properties:
E_HOMO (eV): -9.11
Gap between HOMO and LUMO (Eh): 0.3380

```
! wB97M-V def2-TZVPD RIJCOSX def2/J DEFGRID3
* xyz 0 1
N 3.04 -1.22 -0.50
C 2.02 -0.60 0.42
C 2.33 0.84 0.29
O 1.99 1.39 -1.00
C 0.70 -0.88 -0.08
O 0.48 -1.52 -1.02
N -0.37 -0.65 0.86
C -1.69 -0.17 0.28
C -3.14 -0.43 0.83
S -4.26 -0.83 -0.79
C -1.79 1.43 -0.07
O -2.82 1.99 0.00
O -0.74 1.99 -0.72
H 2.98 -2.25 -0.47
H 2.45 -1.16 -1.42
H 2.12 -0.91 1.45
H 1.84 1.42 1.03
H 3.43 1.02 0.83
H 2.77 2.17 -1.17
H 0.17 0.34 1.40
H -1.42 -0.66 -0.63
H -3.56 0.46 1.44
H -3.21 -1.38 1.77
H -3.31 -1.88 -1.54
H 0.00 1.51 -1.21
*
```


Q:
Formula: C6H12N2O4S
Source: the OMol25 dataset
Level of theory: ωB97M-V/def2-TZVPD

Computed properties:
E_HOMO (eV): -10.17
Gap between HOMO and LUMO (Eh): 0.4008

```
! wB97M-V def2-TZVPD RIJCOSX def2/J DEFGRID3
* xyz 0 1
C 1.64 -0.85 1.03
C 0.45 -1.62 1.47
C 1.48 0.61 0.70
C -0.58 -1.50 0.32
C 0.44 0.76 -0.48
C -0.83 -0.13 -0.40
N 1.16 0.33 -1.63
N -1.61 -0.23 -1.61
O -2.38 2.44 -0.80
O -1.38 2.99 1.32
O -0.01 2.13 -0.62
O -1.55 0.64 0.59
S -1.39 2.18 0.19
H 2.35 -0.95 1.75
H 1.92 -1.28 0.16
H 0.46 -2.68 1.52
H -0.03 -1.21 2.31
H 1.04 1.25 1.50
H 2.41 1.14 0.24
H -0.35 -2.04 -0.63
H -1.62 -1.93 0.64
H 0.69 0.01 -2.45
H 1.92 0.92 -1.94
H -1.72 -1.20 -1.78
H -2.50 0.23 -1.41
*
```


Energies, relative to the best one, in hartree: P 0.1529; Q 0.0000.


P:
Formula: C5H6N4O2
Source: the OMol25 dataset
Level of theory: ωB97M-V/def2-TZVPD

Computed properties:
E_HOMO (eV): -9.04
Gap between HOMO and LUMO (Eh): 0.3137

```
! wB97M-V def2-TZVPD RIJCOSX def2/J DEFGRID3
* xyz 0 1
O 0.00 1.37 -2.96
N -0.50 0.79 -2.03
O -1.66 0.92 -1.64
C 0.27 -0.16 -1.39
N 1.09 -1.03 -1.90
C 1.44 -1.91 -0.96
C 0.80 -1.68 0.21
N 0.00 -0.58 0.02
N -0.87 0.08 0.85
C -0.83 1.47 1.02
C -0.44 0.56 2.12
H 2.17 -2.71 -1.23
H 0.92 -2.31 1.12
H -1.63 2.16 0.97
H -0.14 1.99 0.45
H 0.62 0.49 2.46
H -1.22 0.56 2.88
*
```


Q:
Formula: C5H6N4O2
Source: the OMol25 dataset
Level of theory: ωB97M-V/def2-TZVPD

Computed properties:
E_HOMO (eV): -8.05
Gap between HOMO and LUMO (Eh): 0.2965

```
! wB97M-V def2-TZVPD RIJCOSX def2/J DEFGRID3
* xyz 0 1
C 1.93 0.89 0.50
C -0.11 -0.88 -0.54
C -0.32 1.39 -0.04
C -1.34 -1.30 0.10
C 2.17 -0.30 -0.40
N 0.76 1.39 0.59
N 1.07 -1.19 -0.10
N -1.97 -0.16 0.61
N -1.57 1.11 0.18
O -1.88 -2.38 0.14
O -2.53 1.68 -0.68
H 2.69 1.24 1.17
H 2.11 -0.02 -1.46
H 3.13 -0.77 -0.19
H 1.21 -1.77 0.73
H -2.92 -0.23 0.96
H -2.44 1.30 -1.57
*
```


Energies, relative to the best one, in hartree: P 0.0000; Q 0.0094.